Entry 1:
Molecular formula: C17H28CuN6O6Se
Method: DFT, the ωB97M-V functional and the def2-TZVPD basis

The geometry in XYZ format:
```
59
Properties=species:S:1:pos:R:3:forces:R:3
O -1.07702 0.80028 -3.92293 -1.8 0.5 2.5
H -1.81766 0.65992 -4.53936 0.4 0.1 0.4
Cu -0.34813 0.03432 -1.49511 3.0 -0.7 1.4
N 0.23147 1.31641 -0.14591 2.0 2.2 -0.2
N 1.20728 0.83280 -2.37853 1.7 2.1 0.8
N -1.27997 -1.16623 -0.26914 -0.8 -2.7 0.8
N -0.34264 -1.66470 -2.45989 -0.6 -2.7 0.0
O -0.28716 1.37619 1.04564 -0.7 -0.2 0.5
O -1.49219 -0.86544 1.03436 -0.6 0.2 -0.5
O 0.40000 -1.84493 -3.55364 -0.1 0.2 -0.1
O 1.77019 0.32246 -3.41358 -0.3 -0.4 -0.6
C 1.70536 1.94706 -1.81356 -0.8 -2.0 -1.8
C 1.15498 2.22038 -0.52151 -2.5 -1.8 1.1
C -1.60496 -2.38536 -0.68681 0.2 2.9 1.8
C -1.02670 -2.69065 -1.96930 1.4 1.8 -1.9
C 1.51322 3.36996 0.34771 0.3 0.2 0.0
H 1.76421 3.04732 1.36572 -0.2 0.1 -0.3
H 0.67478 4.07785 0.41715 0.1 -0.2 0.1
H 2.36819 3.90765 -0.07358 -0.1 -0.1 0.1
C 2.75090 2.76464 -2.48159 0.2 0.0 0.0
H 2.78374 2.51365 -3.54524 0.0 0.0 0.2
H 3.73862 2.56954 -2.04357 0.0 0.1 -0.2
H 2.53778 3.83365 -2.36714 0.0 -0.2 0.0
C -2.40113 -3.32566 0.14162 -0.2 -0.4 0.0
C -1.12531 -4.02269 -2.62412 0.1 -0.1 -0.1
H -3.22427 -2.80207 0.64230 0.3 0.0 0.0
H -1.78990 -3.81791 0.90918 -0.1 0.1 -0.1
H -2.83062 -4.10490 -0.49397 0.1 0.0 0.1
H -0.58124 -4.00388 -3.57113 -0.1 0.0 0.2
H -2.17552 -4.27563 -2.81550 0.2 0.0 0.0
H -0.70683 -4.80523 -1.97924 0.0 0.1 -0.1
H -1.06573 0.09125 1.11907 0.1 0.1 0.2
H 0.97127 -0.96242 -3.60230 0.1 0.0 -0.1
C -1.77205 1.08084 -2.54098 -1.5 1.4 -3.9
H -1.30433 1.94993 -2.05159 0.2 -0.6 -0.2
H -2.01705 0.16779 -1.94181 -0.2 0.5 -0.6
H -2.78856 1.45359 -2.76564 0.5 -0.2 0.1
O -4.57399 2.45812 -2.62113 -0.4 0.4 0.6
H -5.17771 1.95530 -2.05140 0.2 0.2 -0.2
H -4.41257 3.28396 -2.12878 -0.1 -0.5 -0.3
C 0.57597 -2.68651 2.52579 -0.1 -0.3 0.1
N 1.35048 -1.46869 2.55728 0.3 0.2 -0.3
C 2.07906 -0.98788 1.49418 -0.7 0.5 0.9
Se 2.20839 -1.77001 -0.14912 0.4 0.1 0.2
N 2.49649 0.25959 1.89325 0.4 -0.3 -0.1
C 1.95208 0.60755 3.13049 -0.4 0.3 -0.5
C 1.80614 1.85454 3.72951 0.0 -0.4 0.6
C 0.91169 1.93004 4.80858 0.3 -0.1 -0.2
C 0.17173 0.81072 5.23272 0.1 -0.3 -0.1
C 0.30019 -0.43054 4.59236 0.4 0.4 0.2
C 1.21985 -0.49625 3.55186 -0.6 -0.1 -0.5
H 1.09966 -3.41164 1.89641 -0.1 0.1 0.2
H -0.42647 -2.50089 2.11479 0.4 0.0 0.1
H 0.48104 -3.05246 3.55292 0.1 -0.1 -0.2
H 3.05450 0.87359 1.30891 -0.3 -0.4 0.1
H 2.38517 2.69800 3.35477 -0.3 -0.1 0.3
H 0.77482 2.87987 5.32818 0.0 -0.3 -0.2
H -0.52120 0.91546 6.06951 0.2 0.0 -0.3
H -0.26834 -1.32167 4.85280 -0.1 0.4 0.1
```
Forces are in eV/Å.

## Properties
- <S²> = 0.755
- total charge = 0
- 2S+1 = 2
- HOMO (alpha / beta) (eV) = -6.7 / -6.6
- orbital gap (alpha / beta) (hartree) = 0.2391 / 0.2383

Entry 2:
Molecular formula: C17H28F3N2O6S3
Method: DFT, the ωB97M-V functional and the def2-TZVPD basis

The geometry in XYZ format:
```
59
Properties=species:S:1:pos:R:3:forces:R:3
F -1.54914 -8.15378 3.62340 0.0 0.3 0.5
C -1.41505 -7.49859 4.78858 -0.3 -0.1 -0.1
F -2.60920 -7.05119 5.18457 0.5 -0.2 -0.2
F -0.92580 -8.35040 5.70094 -0.2 0.2 -0.3
C -0.44828 -6.32981 4.62081 0.0 -0.2 0.0
C -0.82197 -4.99994 4.64116 0.0 0.1 0.0
C 0.18639 -4.07458 4.48917 -0.1 0.1 0.0
C 1.50874 -4.52142 4.33569 -0.3 0.2 0.1
N 1.82924 -5.79681 4.31131 0.1 0.0 0.0
N 0.83330 -6.64000 4.45317 -0.2 -0.1 0.0
H -1.85595 -4.71966 4.77894 0.0 0.0 0.0
H -0.01035 -3.00697 4.48233 0.0 0.0 0.0
H 2.29700 -3.79292 4.22056 0.2 -0.2 -0.1
H 1.11056 -7.61822 4.44190 0.1 0.0 0.0
C 1.28465 -0.24085 0.15206 0.0 -0.1 0.2
C 2.58277 0.43661 0.60262 0.1 -0.2 0.1
C 2.71958 0.21451 2.11529 0.1 0.2 -0.1
S 1.86730 -1.31924 2.46261 0.2 -0.1 -0.2
O 0.72366 -1.08460 3.31854 -0.1 -0.1 0.1
O 2.80610 -2.34982 2.87200 -0.1 0.1 0.0
C 1.29896 -1.62782 0.79703 0.0 0.1 -0.2
H 1.22041 -0.30884 -0.93077 0.0 0.0 0.0
H 0.42434 0.33012 0.50079 0.0 0.0 0.0
H 3.42987 -0.01690 0.08491 0.0 0.0 0.0
H 2.58506 1.49348 0.36527 0.0 -0.1 0.0
H 3.75035 0.11290 2.44548 0.0 0.0 0.1
H 2.22184 0.99156 2.69304 -0.1 0.0 0.0
H 0.32505 -2.11150 0.84226 0.0 0.0 0.1
H 2.02741 -2.28653 0.32383 0.0 0.0 0.0
C 0.36940 5.39599 -2.32222 0.1 0.0 0.2
C 1.38127 5.96926 -1.31905 0.0 0.0 0.0
C 1.87577 4.80397 -0.45235 0.0 0.2 0.0
S 1.74985 3.33736 -1.48671 -0.1 0.4 -0.2
O 0.77060 2.44601 -0.90009 0.0 -0.1 0.0
O 3.06842 2.84118 -1.80142 -0.1 -0.2 0.1
C 1.02474 4.14633 -2.90074 0.0 0.2 -0.2
H 0.12580 6.11024 -3.10613 0.0 0.0 0.0
H -0.55677 5.12630 -1.81561 0.0 0.0 0.0
H 2.22381 6.41126 -1.85385 0.0 0.0 0.0
H 0.93981 6.74979 -0.70191 0.0 0.0 0.0
H 2.91273 4.91393 -0.14441 0.0 -0.1 0.0
H 1.24282 4.64137 0.41806 0.0 -0.1 0.0
H 0.32412 3.46943 -3.37921 0.0 -0.1 0.1
H 1.83989 4.39851 -3.57961 0.1 0.0 0.0
C -3.32350 0.03694 -3.60294 0.0 0.1 0.0
C -3.09776 0.68072 -4.97848 0.0 0.0 0.0
C -3.42096 2.17402 -4.84353 0.0 -0.1 -0.2
S -3.08543 2.60108 -3.12848 0.1 -0.1 0.0
O -4.31600 2.98051 -2.48765 0.0 0.1 0.0
O -1.93045 3.46383 -3.05044 -0.1 0.1 0.0
C -2.63654 0.95251 -2.59432 0.0 -0.2 0.0
H -2.92181 -0.97427 -3.55899 0.0 0.0 0.0
H -4.39241 -0.01637 -3.38706 0.0 0.0 0.0
H -2.05464 0.55326 -5.27402 0.0 0.0 0.0
H -3.71434 0.21878 -5.74728 0.0 0.0 0.0
H -2.80460 2.80383 -5.47960 0.0 0.1 0.0
H -4.47295 2.38629 -5.02251 0.0 0.0 0.1
H -2.96768 0.82044 -1.56709 0.0 0.1 0.0
H -1.55003 0.87873 -2.64986 0.0 0.0 0.0
```
Forces are in eV/Å.

## Properties
- total charge = +1
- HOMO (eV) = -12.1
- orbital gap (hartree) = 0.2571

Entry 3:
Molecular formula: C17H28HfNO2P2Se
Method: DFT, the ωB97M-V functional and the def2-TZVPD basis

The geometry in XYZ format:
```
52
Properties=species:S:1:pos:R:3:forces:R:3
Hf 0.12579 0.67956 -0.23594 2.7 -5.4 2.9
P 2.29631 -1.00418 0.30401 0.4 1.0 -1.2
C 2.38408 -1.00217 -1.57673 -0.7 -0.2 0.0
C 1.10228 -1.57446 -2.18918 -0.2 0.2 -0.6
N -0.09838 -1.03175 -1.80956 0.9 1.4 1.6
C -1.28546 -1.39986 -2.33480 1.4 0.1 0.0
C -1.26837 -2.35738 -3.31504 -0.7 0.1 0.0
C -0.10667 -2.90697 -3.78492 1.6 0.0 0.3
C 1.10244 -2.50485 -3.22110 0.6 0.3 0.6
C -2.50678 -0.68803 -1.84193 0.6 -0.3 0.0
P -2.19517 0.95931 -0.99436 -4.6 0.9 -1.5
H 2.09076 -2.84277 -3.53287 -0.5 -0.3 -0.2
H -2.18443 -2.64121 -3.73654 -1.2 -0.5 -0.6
H -0.05807 -3.64422 -4.56609 -0.4 -0.1 -0.3
H -3.17264 -0.48738 -2.67241 -0.1 0.3 -0.3
H -3.08252 -1.31707 -1.16620 0.1 0.0 0.4
H 2.41183 0.07653 -1.85337 0.6 -1.9 0.0
H 3.29650 -1.51024 -1.90113 -0.3 -0.2 -0.1
H 0.14067 4.14078 -1.94685 0.1 -0.1 3.5
O 1.56311 1.43776 -1.21012 0.4 2.0 -0.7
H 2.24342 1.79486 -1.80956 -0.5 0.1 0.6
H -0.53548 2.15027 -0.94628 -1.8 2.1 -1.0
O -0.18672 3.83125 -1.00389 0.2 -0.3 1.3
H 0.17659 4.02629 -0.00407 -0.4 0.5 -4.6
C -2.72794 2.11463 -2.30626 0.2 0.0 -0.1
H -3.67585 1.73562 -2.72656 0.4 0.2 0.2
H -2.89254 3.13076 -1.89952 0.3 -0.5 -0.3
H -1.95705 2.10345 -3.09946 -0.4 0.3 0.3
C -3.65291 1.02104 0.16948 0.4 0.2 0.6
H -3.63769 1.99093 0.71009 -0.1 -0.6 -0.3
H -4.60142 0.93528 -0.40594 0.7 0.2 0.1
H -3.58675 0.18476 0.89825 0.0 0.6 -0.5
C 2.39994 -2.73470 0.70287 -0.1 -0.4 0.3
H 3.31655 -3.14897 0.29574 0.2 -0.1 0.0
H 2.39495 -2.87592 1.77867 0.0 -0.1 0.2
H 1.56297 -3.27697 0.27913 -0.2 -0.1 0.0
C 3.88108 -0.26924 0.72696 0.3 0.1 0.3
H 3.88581 0.00381 1.78329 0.1 0.0 0.0
H 4.68248 -0.98512 0.55270 0.1 0.0 0.0
H 4.08396 0.62606 0.13704 -0.1 0.0 0.1
Se -0.95323 -1.09601 1.50843 0.6 0.5 0.0
C -0.52830 -0.14382 3.13610 0.1 0.3 -0.2
C -1.34144 0.92531 3.55274 0.2 0.2 -0.8
C -0.92969 1.70562 4.62189 -0.1 0.2 0.3
C 0.26864 1.42902 5.29426 -0.1 -0.5 -0.4
C 1.05033 0.33304 4.89509 0.0 0.2 0.1
C 0.65571 -0.46062 3.82968 0.0 -0.4 -0.6
H -2.24605 1.15528 2.97792 0.2 0.0 0.5
H -1.54584 2.54718 4.93595 0.1 -0.2 0.0
H 0.58655 2.04682 6.12462 0.0 0.0 0.0
H 1.97626 0.10316 5.41683 -0.2 0.1 -0.1
H 1.27835 -1.28451 3.45895 -0.3 0.3 0.4
```
Forces are in eV/Å.

## Properties
- energy above the lowest of the compared OMol25 structures with the same formula, charge and spin (eV) = 5.933
- total charge = +3
- HOMO (alpha / beta) (eV) = -17.4 / -17.3
- orbital gap (alpha / beta) (hartree) = 0.1486 / 0.1384

| no. | molecular weight (u) |
| --- | --- |
| 1 | 554.95 |
| 2 | 509.61 |
| 3 | 597.81 |